Below is a molecular structure, C2H5NO2P in a non-equilibrium geometry, with properties calculated with ωB97M-V/def2-TZVPD.

Summary:
lowest unoccupied orbital energy (spin up / spin down)	4.4457 / 4.4463	eV
net charge	-1
electronic energy	-17025.021	eV
ΔE to the lowest compared entry with this formula, charge and spin	626.7	kJ/mol

Last column: Löwdin charge in e.
Cartesian coordinates (Å):
C: -0.436 1.072 -0.189  -0.35
C: -0.972 -0.492 -0.154  -0.49
N: 1.727 0.251 0.418  -0.33
O: 2.890 0.249 0.051  -0.25
O: 0.929 1.211 -0.537  -0.25
P: 0.585 -1.616 -0.092  0.67
H: -0.990 1.624 -0.909  0.06
H: -0.843 1.470 0.809  0.10
H: -1.667 -0.817 0.592  -0.01
H: -1.558 -0.787 -1.177  0.06
H: 0.335 -2.164 1.189  -0.21